P | Molecular formula: C7H12N2O5
Method: DFT, ωB97M-V/def2-TZVPD

Summary:
- Charge: 0
- Lowest unoccupied orbital energy: 0.0184 Eh
- SMILES: N[C@@H](CCC(=O)O)C(=O)NCC(=O)O
- HOMO-LUMO gap: 8.7 eV

Each line ends with the natural charge from an NBO analysis.
Geometry (Å):
N  -1.11  -0.64  1.27  -0.889
C  -0.53  -0.23  0.00  -0.092
C  -1.44  0.55  -0.88  -0.450
C  -2.59  -0.27  -1.26  -0.519
C  -3.78  -0.18  -0.27  0.806
O  -4.72  -0.89  -0.12  -0.567
O  -3.56  0.95  0.59  -0.750
C  1.02  0.64  0.22  0.686
O  1.00  1.84  0.07  -0.627
N  1.84  -0.21  0.75  -0.617
C  3.22  0.00  1.16  -0.336
C  3.97  -0.42  -0.23  0.807
O  3.99  -1.53  -0.64  -0.563
O  4.55  0.79  -0.75  -0.704
H  -1.97  -0.08  1.40  0.400
H  -1.02  -1.59  1.51  0.380
H  -0.06  -1.20  -0.39  0.160
H  -0.78  0.78  -1.89  0.223
H  -1.57  1.52  -0.44  0.265
H  -3.03  0.40  -2.13  0.249
H  -2.33  -1.26  -1.61  0.249
H  -4.50  1.06  1.09  0.505
H  1.36  -1.09  0.92  0.406
H  3.34  1.09  1.19  0.244
H  3.69  -0.50  2.07  0.242
H  4.99  0.47  -1.64  0.490

Q | Molecular formula: C7H12N2O5
Method: DFT, ωB97M-V/def2-TZVPD

Summary:
- Charge: 0
- Lowest unoccupied orbital energy: -0.0105 Eh
- HOMO-LUMO gap: 8.3 eV

Each line ends with the natural charge from an NBO analysis.
Geometry (Å):
C  -0.85  0.49  -1.12  -0.188
C  -1.68  0.06  -0.16  -0.096
C  -2.65  0.89  0.49  0.730
C  -1.49  -1.47  0.25  -0.552
C  0.30  -0.23  -1.58  0.034
C  0.92  -0.99  0.16  0.355
C  -0.11  -2.00  -0.05  0.521
N  2.30  -1.32  -0.08  -0.848
N  1.94  2.16  1.14  -1.102
O  -2.62  2.06  0.43  -0.555
O  -3.47  0.31  1.40  -0.650
O  1.31  0.58  -2.15  -0.693
O  0.66  -0.20  1.27  -0.721
O  -0.04  -3.12  -0.54  -0.559
H  -0.96  1.48  -1.48  0.224
H  -1.48  -1.38  1.31  0.244
H  -2.40  -2.04  -0.13  0.242
H  0.05  -1.19  -2.22  0.234
H  2.73  -0.55  -0.65  0.378
H  2.30  -2.23  -0.54  0.393
H  1.91  2.47  2.08  0.392
H  1.17  2.49  0.58  0.385
H  2.92  2.33  0.77  0.394
H  1.38  1.39  -1.58  0.466
H  1.18  0.63  1.15  0.499
H  -3.33  -0.63  1.23  0.473

What should be chosen as the least stable of them? Choose Q.